Entry 1:
DFT (ωB97M-V/def2-TZVPD) results for a 2-piece molecular cluster, C15H27Si overall.

Structure (XYZ):
```
43
C15H27Si | the Open Molecules 2025 dataset | ωB97M-V/def2-TZVPD
C -6.096 3.456 4.003
C -4.829 4.266 4.246
Si -3.262 3.534 3.492
C -3.529 3.042 1.711
C -1.872 4.761 3.699
H -2.862 2.223 4.240
H -6.947 4.025 4.397
H -6.297 3.282 2.943
H -6.069 2.481 4.501
H -4.961 5.271 3.822
H -4.682 4.396 5.325
H -3.793 3.906 1.083
H -2.594 2.611 1.324
H -4.338 2.302 1.627
H -2.086 5.695 3.161
H -1.731 5.005 4.762
H -0.948 4.332 3.288
C -3.173 1.160 6.432
C -2.275 0.657 5.345
C -0.898 0.340 5.511
C -0.335 -0.915 5.062
C -1.212 -2.069 4.656
C 1.043 -1.069 5.050
C 1.911 -0.069 5.498
C 3.394 -0.263 5.422
C 1.357 1.063 6.091
C -0.012 1.293 6.120
C -0.515 2.547 6.770
H -4.184 0.728 6.335
H -2.807 0.952 7.445
H -3.302 2.248 6.370
H -2.772 0.213 4.473
H -0.618 -2.890 4.227
H -1.727 -2.463 5.545
H -1.973 -1.796 3.915
H 1.483 -1.993 4.672
H 3.915 0.614 5.811
H 3.711 -1.143 5.996
H 3.729 -0.419 4.390
H 2.030 1.779 6.563
H 0.330 3.192 7.051
H -1.169 3.136 6.109
H -1.051 2.333 7.708
```

## Properties
Net charge   +1
E_tot   -23863.664 eV

***

Entry 2:
DFT (ωB97M-V/def2-TZVPD) results for C15H28AsBF4N3NiO6Si2 as an isolated structure.

Structure (XYZ):
```
61
C15H28AsBF4N3NiO6Si2 | the Open Molecules 2025 dataset | ωB97M-V/def2-TZVPD
Ni -0.585 0.226 0.010
C -2.902 -1.883 4.052
O -3.238 -1.379 2.755
C -2.257 -1.102 1.897
O -2.455 -0.356 0.957
N -1.081 -1.771 2.062
N -0.009 -1.366 1.251
H -3.804 -1.776 4.646
H -2.104 -1.287 4.491
H -2.638 -2.943 4.001
H -0.861 -2.214 2.936
H 0.332 -2.152 0.703
H 0.719 -0.960 1.835
C 4.865 1.179 -0.516
Si 3.198 1.010 0.350
C 3.432 -0.382 1.610
C 2.894 2.589 1.324
As 1.582 0.378 -1.199
Si 1.151 2.452 -2.179
C 0.299 2.177 -3.826
C 0.052 3.553 -1.123
C 2.743 3.400 -2.546
H 5.648 1.430 0.207
H 4.847 1.955 -1.283
H 5.134 0.238 -1.001
H 4.425 -0.298 2.064
H 3.366 -1.366 1.139
H 2.704 -0.318 2.421
H 3.712 2.752 2.033
H 1.963 2.534 1.890
H 2.836 3.461 0.670
H 0.915 1.562 -4.486
H 0.114 3.136 -4.320
H -0.660 1.678 -3.677
H -0.946 3.115 -1.059
H -0.035 4.544 -1.580
H 0.440 3.670 -0.110
H 3.423 2.805 -3.161
H 3.274 3.687 -1.636
H 2.501 4.316 -3.096
O -3.383 0.466 -2.994
C -2.598 -0.032 -2.200
O -1.608 0.552 -1.638
C -2.778 -1.510 -1.868
C -4.053 -2.060 -1.929
C -4.279 -3.385 -1.587
C -3.224 -4.194 -1.197
C -1.959 -3.633 -1.159
C -1.710 -2.312 -1.489
N -0.841 -4.481 -0.718
O 0.184 -3.934 -0.345
O -0.994 -5.686 -0.736
H -4.862 -1.415 -2.247
H -5.281 -3.793 -1.618
H -3.362 -5.230 -0.926
H -0.700 -1.920 -1.478
F 0.646 0.260 3.421
B -0.312 1.273 3.157
F -0.365 1.466 1.719
F -1.567 0.817 3.577
F 0.049 2.458 3.750
```

## Properties
Net charge   -1
E_tot   -161958.194 eV
Relative energy (zero: lowest compared OMol25 entry of this formula, charge and spin)   1.3 kcal per mole
Multiplicity   3

***

Entry 3:
DFT (ωB97M-V/def2-TZVPD) results for an isolated ion of composition C15H28ClN4OS and charge +1.

Structure (XYZ):
```
50
C15H28ClN4OS | the Open Molecules 2025 dataset | ωB97M-V/def2-TZVPD
C 1.189 -4.222 -0.041
C 2.421 -3.188 -0.325
C 2.495 -2.202 0.931
N 1.939 -0.842 0.725
C 0.519 -0.825 0.367
N -0.295 -1.046 1.639
C -0.625 0.258 2.330
C -1.776 1.016 1.524
C -1.577 0.620 -0.044
C -2.333 1.743 -0.885
C -3.899 1.772 -0.481
C -4.536 0.333 -0.769
Cl -4.790 2.967 -1.585
C 0.029 0.574 -0.303
C 0.235 0.621 -1.887
C 1.706 0.264 -2.398
S 2.865 1.744 -2.375
C 2.930 2.342 -0.650
N 3.727 1.922 0.441
N 3.427 2.613 1.565
C 2.401 3.525 1.204
O 2.091 3.391 -0.152
H 0.703 -4.049 0.976
H 1.508 -5.309 -0.087
H 0.352 -4.053 -0.813
H 2.171 -2.694 -1.315
H 3.363 -3.816 -0.461
H 2.056 -2.648 1.897
H 3.612 -2.060 1.167
H 2.521 -0.241 0.135
H 0.179 -1.636 -0.356
H 0.238 -1.594 2.346
H -1.144 -1.618 1.457
H -0.974 0.011 3.397
H 0.333 0.871 2.425
H -1.675 2.132 1.708
H -2.782 0.587 1.865
H -1.972 -0.436 -0.235
H -2.332 1.515 -2.012
H -1.904 2.790 -0.766
H -4.065 2.152 0.575
H -4.086 -0.031 -1.762
H -4.225 -0.453 0.005
H -5.666 0.344 -0.882
H 0.510 1.486 0.172
H 0.048 1.711 -2.201
H -0.534 0.005 -2.465
H 2.176 -0.647 -1.916
H 1.607 0.010 -3.517
H 1.840 4.287 1.833
```

## Properties
Net charge   +1
E_tot   -47364.538 eV
SMILES   CCCN[C@H]1[NH2+]CC[C@@H](C[C@H](C)Cl)[C@@H]1CCSc1nnco1

***

Entry 4:
DFT (ωB97M-V/def2-TZVPD) results for a 6-piece molecular cluster, C15H28F3NO13 overall.

Structure (XYZ):
```
60
C15H28F3NO13 | the Open Molecules 2025 dataset | ωB97M-V/def2-TZVPD
N -0.254 1.617 -0.150
H 0.825 1.455 0.031
H -0.982 1.339 0.424
H -0.599 1.190 -0.988
H -0.312 2.599 -0.090
O 0.187 -0.905 -0.883
H 1.112 -1.308 -1.168
C 1.685 0.777 -3.475
C 0.779 -0.186 -4.231
O 1.639 -1.230 -4.322
C 2.987 -0.916 -4.031
O 3.958 -1.599 -4.123
O 3.016 0.280 -3.617
F 0.152 0.395 -5.293
H 1.210 0.824 -2.339
H 1.415 1.737 -3.851
H -0.129 -0.443 -3.455
C -1.907 -3.589 -2.156
C -0.723 -3.419 -3.259
O -1.408 -2.766 -4.301
C -2.738 -2.680 -4.021
O -3.635 -2.234 -4.785
O -3.056 -3.274 -2.957
F -0.362 -4.654 -3.768
H -1.892 -3.008 -1.190
H -2.050 -4.649 -1.839
H 0.064 -2.826 -2.725
C 2.117 -2.865 1.548
C 0.731 -3.584 1.245
O 0.046 -3.579 2.587
C 0.918 -3.118 3.476
O 0.745 -3.118 4.624
O 2.013 -2.599 2.894
F 1.000 -4.852 0.802
H 2.102 -1.975 0.958
H 2.940 -3.486 1.418
H 0.193 -3.005 0.506
C -2.408 -0.796 1.892
O -2.006 0.304 2.766
C -0.637 0.342 3.108
C -0.314 1.639 3.682
O -0.018 2.438 2.816
C 0.590 3.622 3.091
C 0.657 4.772 2.010
O -0.573 4.837 1.234
C -0.674 5.968 0.393
H -1.773 -0.999 0.965
H -3.403 -0.652 1.505
H -2.461 -1.587 2.319
H 0.148 0.019 2.398
H -0.651 -0.423 3.987
H 0.618 1.382 4.288
H -1.006 1.988 4.275
H 1.575 3.318 3.507
H 0.210 4.289 3.860
H 1.431 4.471 1.395
H 0.711 5.725 2.357
H 0.248 6.127 0.048
H -0.594 6.786 0.891
H -1.454 6.067 -0.269
```

## Properties
Net charge   0
E_tot   -52258.334 eV
Relative energy (zero: lowest compared OMol25 entry of this formula, charge and spin)   35.3 kcal per mole

***

Entry 5:
DFT (ωB97M-V/def2-TZVPD) results for C15H28F6N3O2SbW as an isolated structure.

Structure (XYZ):
```
56
C15H28F6N3O2SbW | the Open Molecules 2025 dataset | ωB97M-V/def2-TZVPD
W -0.327 -0.110 0.341
C 3.624 -1.404 2.227
C 2.574 -0.480 1.753
C 1.288 -0.461 2.419
C 0.441 0.699 2.396
C -0.476 0.990 3.528
C 0.641 1.625 1.328
C 1.710 1.352 0.377
C 2.069 2.445 -0.587
C 2.760 0.427 0.732
H 4.068 -1.024 3.157
H 4.445 -1.499 1.519
H 3.227 -2.383 2.493
H 1.163 -1.149 3.254
H 0.059 1.562 4.298
H -0.833 0.080 4.011
H -1.328 1.606 3.229
H 0.237 2.637 1.416
H 2.786 3.116 -0.091
H 1.221 3.071 -0.867
H 2.593 2.089 -1.473
H 3.714 0.506 0.230
N 1.057 -1.640 -0.739
C 1.802 -1.176 -1.964
C 0.967 -1.342 -3.228
C -0.414 -0.683 -3.168
C -0.403 0.817 -2.847
N -0.918 1.069 -1.460
H 1.774 -2.000 -0.092
H 0.574 -2.501 -1.046
H 2.716 -1.760 -2.090
H 2.088 -0.130 -1.823
H 0.837 -2.405 -3.445
H 1.530 -0.927 -4.064
H -1.048 -1.200 -2.435
H -0.875 -0.835 -4.145
H -1.025 1.360 -3.564
H 0.606 1.225 -2.930
H -1.943 0.953 -1.534
H -0.826 2.088 -1.318
N -2.366 -1.434 -0.294
C -2.369 -2.791 0.272
C -1.223 -2.890 1.357
O -0.997 -3.909 1.929
O -0.622 -1.751 1.439
H -3.006 -0.873 0.290
H -2.837 -1.471 -1.206
H -2.175 -3.560 -0.484
H -3.300 -3.046 0.795
F -1.994 0.848 1.017
Sb -3.652 2.753 0.251
F -3.172 2.841 -1.635
F -1.706 3.190 0.370
F -4.808 4.206 0.347
F -3.839 2.373 2.089
F -4.088 0.904 -0.330
```

## Properties
Net charge   +3
E_tot   -49215.727 eV
Relative energy (zero: lowest compared OMol25 entry of this formula, charge and spin)   81.5 kcal per mole
Multiplicity   2

***

Entry 6:
DFT (ωB97M-V/def2-TZVPD) results for C15H28I2LaO4RhS2 as an isolated structure.

Structure (XYZ):
```
53
C15H28I2LaO4RhS2 | the Open Molecules 2025 dataset | ωB97M-V/def2-TZVPD
I 1.097 -5.439 1.684
I -0.473 -4.109 0.074
Rh 0.587 1.144 -1.967
La 0.108 -0.723 0.350
S 1.763 -1.041 -1.858
S -1.363 -0.360 -1.812
C 2.299 -0.111 1.875
C 3.543 -1.183 -1.843
C -3.205 -0.054 -1.369
C 4.056 -0.855 -3.231
C 4.134 -0.252 -0.807
C 3.833 -2.632 -1.481
C -3.861 -0.152 -2.743
C -3.384 1.307 -0.731
C -3.653 -1.171 -0.428
C 2.121 2.145 -2.291
C -0.391 2.693 -1.831
O 3.018 0.392 2.653
O 3.030 2.804 -2.507
O -0.898 3.731 -1.721
H 3.862 0.181 -3.500
H 3.601 -1.484 -3.997
H 5.139 -0.999 -3.259
H 3.781 0.784 -0.943
H 5.235 -0.261 -0.886
H 3.864 -0.578 0.215
H 3.434 -2.886 -0.499
H 4.915 -2.796 -1.437
H 3.421 -3.335 -2.200
H -4.948 -0.054 -2.645
H -3.643 -1.118 -3.217
H -3.496 0.649 -3.404
H -4.462 1.436 -0.549
H -3.022 2.119 -1.376
H -2.863 1.378 0.235
H -4.742 -1.105 -0.309
H -3.216 -1.066 0.584
H -3.423 -2.170 -0.823
C -1.712 2.525 2.760
C -0.576 1.773 2.097
O -0.843 0.359 2.134
C -1.390 -0.322 3.305
C -0.517 -0.061 4.481
H -2.668 2.323 2.246
H -1.481 3.590 2.682
H -1.797 2.263 3.821
H -0.509 2.038 1.029
H 0.408 1.968 2.537
H -2.379 0.075 3.409
H -1.451 -1.363 3.047
H -0.630 0.955 4.853
H -0.800 -0.728 5.306
H 0.549 -0.228 4.291
```

## Properties
Net charge   +4
E_tot   -65893.499 eV
Relative energy (zero: lowest compared OMol25 entry of this formula, charge and spin)   29.2 kcal per mole
Multiplicity   5

***

Entry 7:
DFT (ωB97M-V/def2-TZVPD) results for C15H28N2O7P3S2Zr as an isolated structure.

Structure (XYZ):
```
58
C15H28N2O7P3S2Zr | the Open Molecules 2025 dataset | ωB97M-V/def2-TZVPD
Zr 0.089 -0.259 1.055
S 2.478 -0.844 0.694
C 2.671 -0.172 2.315
C 3.811 0.685 2.463
N 4.710 1.399 2.533
C 1.829 -0.340 3.377
S 0.299 -1.208 3.331
C 2.124 0.306 4.619
N 2.320 0.836 5.621
C -2.461 3.982 1.794
C -2.014 2.804 0.933
O -2.452 2.878 -0.410
P -2.704 1.225 1.577
O -4.225 1.313 1.264
O -2.619 1.177 3.138
O -2.022 0.030 0.932
P -0.200 2.510 0.989
O 0.430 3.937 0.977
O 0.023 1.660 2.245
O 0.216 1.587 -0.146
H -3.550 4.041 1.808
H -2.059 4.906 1.376
H -2.100 3.892 2.819
H -2.657 3.794 -0.634
H -4.745 0.502 1.282
H -1.714 1.081 3.489
H 1.389 4.012 0.902
C 1.384 -4.140 1.901
C 0.840 -4.214 0.473
C 0.270 -5.612 0.219
P -0.298 -2.815 0.021
C -2.092 -3.230 0.226
C -2.726 -4.393 -0.542
C -2.393 -3.356 1.725
C 0.080 -2.460 -1.759
C -0.774 -1.282 -2.243
C 0.030 -3.607 -2.768
H 2.084 -4.965 2.050
H 0.587 -4.244 2.640
H 1.911 -3.209 2.094
H 1.674 -4.052 -0.217
H -0.504 -5.854 0.947
H 1.071 -6.342 0.347
H -0.142 -5.741 -0.779
H -2.562 -2.308 -0.128
H -2.483 -5.352 -0.096
H -2.439 -4.422 -1.588
H -3.812 -4.284 -0.500
H -1.909 -4.237 2.152
H -3.468 -3.468 1.879
H -2.061 -2.485 2.292
H 1.120 -2.125 -1.697
H -1.839 -1.517 -2.224
H -0.513 -1.026 -3.270
H -0.622 -0.359 -1.673
H -0.995 -3.875 -3.018
H 0.550 -4.498 -2.419
H 0.515 -3.287 -3.693
```

## Properties
Net charge   +1
E_tot   -84142.531 eV
Relative energy (zero: lowest compared OMol25 entry of this formula, charge and spin)   2.3 kcal per mole

***

Entry 8:
DFT (ωB97M-V/def2-TZVPD) results for an isolated ion of composition C15H28N7O3 and charge +1.

Structure (XYZ):
```
53
C15H28N7O3 | the Open Molecules 2025 dataset | ωB97M-V/def2-TZVPD
C 6.095 0.383 0.547
C 4.595 0.882 0.776
O 3.780 0.080 1.196
N 4.328 2.260 0.457
C 3.011 2.304 -0.254
C 1.776 2.401 0.726
C 0.465 2.127 -0.157
C -0.537 1.309 0.771
C -1.959 1.213 0.141
N -2.347 2.070 -0.837
C -3.694 1.804 -1.233
C -4.040 0.700 -0.360
C -5.493 0.083 -0.419
O -6.175 0.435 -1.629
N -5.846 -0.484 -2.638
O -6.755 -0.500 -3.379
N -2.957 0.329 0.488
C -3.005 -0.740 1.510
C -1.701 -1.624 1.594
C -1.057 -1.983 0.201
C 0.034 -3.129 0.393
N 0.838 -3.369 -0.817
C 1.922 -2.439 -0.967
N 1.719 -1.378 -1.687
N 3.237 -2.662 -0.394
H 6.467 0.925 -0.364
H 6.018 -0.724 0.402
H 6.680 0.635 1.471
H 5.033 2.509 -0.248
H 2.899 1.350 -0.854
H 2.928 3.173 -0.971
H 1.643 3.416 1.183
H 1.831 1.645 1.558
H -0.007 3.134 -0.349
H 0.715 1.595 -1.111
H -0.628 1.926 1.718
H -0.110 0.325 1.085
H -1.848 2.834 -1.291
H -4.323 2.301 -2.001
H -6.075 0.565 0.422
H -5.481 -1.024 -0.228
H -3.153 -0.253 2.519
H -3.881 -1.398 1.278
H -2.016 -2.608 2.058
H -0.954 -1.195 2.328
H -0.515 -1.132 -0.291
H -1.852 -2.381 -0.491
H -0.441 -4.099 0.724
H 0.750 -2.836 1.214
H 0.276 -3.454 -1.663
H 2.577 -0.815 -1.715
H 3.264 -2.256 0.546
H 3.967 -2.230 -0.959
```

## Properties
Net charge   +1
E_tot   -32572.098 eV
SMILES   [H]/N=C(\N)NCCCC[n+]1c(CON=O)c[nH]c1CCCCNC(C)=O

***

Entry 9:
DFT (ωB97M-V/def2-TZVPD) results for a 2-piece molecular cluster, C15H28NO5S overall.

Structure (XYZ):
```
50
C15H28NO5S | the Open Molecules 2025 dataset | ωB97M-V/def2-TZVPD
C 7.169 0.735 1.328
C 7.639 0.027 0.002
C 6.498 -0.255 -1.054
C 5.056 -0.348 -0.453
O 4.159 -0.460 -1.574
O 2.869 -0.695 -1.136
S 1.957 0.434 -2.039
O 1.636 -0.134 -3.347
O 0.590 0.567 -1.095
C -0.380 -0.461 -1.344
O -1.570 0.035 -1.982
C -2.264 0.911 -1.147
C -1.864 2.322 -1.063
C -2.508 3.304 -0.210
C -1.945 4.766 -0.217
C -3.650 2.861 0.580
C -4.093 1.469 0.495
C -3.420 0.460 -0.348
C -4.008 -0.987 -0.360
C -2.956 -2.146 -0.536
C -4.835 -1.340 0.958
H 8.107 1.055 1.869
H 6.653 0.030 2.034
H 6.594 1.677 1.143
H 8.248 -0.886 0.248
H 8.358 0.741 -0.494
H 6.702 -1.243 -1.559
H 6.540 0.516 -1.862
H 5.024 -1.256 0.219
H 4.768 0.543 0.177
H 0.026 -1.364 -1.865
H -0.719 -0.821 -0.330
H -0.993 2.611 -1.703
H -2.770 5.456 -0.537
H -1.099 4.780 -0.955
H -1.552 5.040 0.795
H -4.183 3.588 1.240
H -4.994 1.227 1.110
H -4.760 -1.084 -1.199
H -2.161 -2.086 0.249
H -3.502 -3.123 -0.364
H -2.567 -2.190 -1.581
H -5.160 -2.417 0.870
H -5.717 -0.678 1.111
H -4.103 -1.316 1.822
N -4.163 -3.974 2.821
H -4.738 -3.157 3.049
H -3.276 -3.661 2.416
H -3.980 -4.513 3.672
H -4.659 -4.561 2.145
```

## Properties
Net charge   +1
E_tot   -38559.373 eV